DFT (ωB97M-V/def2-TZVPD) results for an isolated molecule of C5H2N2O at a distorted geometry.

Structure (SMILES): N#CC1=NC=CC1=O
Relative energy (zero: lowest compared OMol25 entry of this formula, charge and spin) in kcal/mol: 51.3
HOMO-LUMO gap in eV: 8.85
Highest occupied orbital energy in eV: -10.5

Structure (ORCA input):
```
! RIJCOSX wB97M-V def2-TZVPD def2/J DEFGRID3
* xyz 0 1
C 0.424 1.088 0.135
C 1.565 0.093 -0.068
C 1.030 -1.145 0.173
C -0.923 -0.046 -0.048
C -2.462 0.156 -0.163
H 2.632 0.496 0.002
H 1.380 -2.141 0.053
N -0.492 -1.202 -0.156
N -3.654 0.438 0.141
O 0.499 2.264 -0.068
*
```